DFT (ωB97M-V/def2-TZVPD) results for C4H8O3 in the gas phase.

CARTESIAN COORDINATES (ANGSTROEM)
H (2.759, -0.862, 0.875)
C (-1.313, 1.007, -0.749)
C (0.114, -0.648, 0.348)
C (2.373, 0.018, 0.359)
H (2.457, -0.127, -0.722)
H (-2.315, 1.432, -0.836)
H (-1.039, 0.562, -1.712)
H (-1.741, -1.858, -0.173)
H (-1.479, 0.397, 1.320)
O (-2.234, -1.074, 0.118)
O (0.377, -1.771, -0.021)
H (2.915, 0.914, 0.661)
H (-0.600, 1.803, -0.514)
C (-1.287, -0.067, 0.344)
O (1.012, 0.274, 0.703)

Properties
SMILES = COC(=O)[C@@H](C)O
HOMO level = -10.53 eV
E = -382.93602 Eh
ΔE to the lowest compared entry with this formula, charge and spin = 0.7837 eV

Mulliken population analysis, charges in e, atoms 1 to 6: 0.290, -1.170, 0.604, -0.648, 0.305, 0.345